C31H55BrIrNP3 as an isolated structure in a non-equilibrium geometry. Source: the OMol25 dataset; level of theory: wB97M-V/def2-TZVPD.

E_HOMO (spin up / spin down), eV: -16.13 / -17.79
Expectation value of S²: 8.8306
Frontier orbital gap (spin up / spin down), eV: 4.5 / 3.3

Structure (ORCA input):
```
! wB97M-V def2-TZVPD RIJCOSX def2/J DEFGRID3
* xyz 4 6
N 7.6330 1.7570 7.5065
C 7.5644 0.4855 7.1095
C 6.5856 0.0296 6.2260
C 5.6228 0.9511 5.7212
C 5.7314 2.2981 6.1393
C 6.7507 2.6423 7.0425
C 4.6885 0.4705 4.7232
Ir 0.2051 0.1824 0.7178
P -0.2142 2.2273 -4.6113
C 3.9180 1.2961 3.9653
C 3.5377 1.0174 2.6243
C 3.1548 2.0886 1.7774
C 2.5746 1.8163 0.5665
C 2.1615 0.4667 0.3937
C 2.9439 -0.6021 0.9148
C 3.5775 -0.3168 2.1170
Br 0.9155 0.4677 -1.6881
H 4.7257 -0.6090 4.5832
H 3.6951 2.2854 4.3634
H 6.6120 -1.0197 5.9198
H 5.0494 3.0674 5.7596
H 8.3123 -0.1928 7.5392
H 6.8119 3.6730 7.4035
H 3.3422 3.1183 2.0874
H 4.0812 -1.1024 2.7057
H 2.3971 2.5840 -0.1774
H 3.0100 -1.5612 0.4245
P -1.4053 1.6343 1.0978
C 1.3378 1.2441 -4.7088
C 2.2137 1.5351 -5.9340
H 1.0423 0.1834 -4.7180
H 1.9192 1.4033 -3.7897
H 3.0139 0.7885 -5.9975
H 1.6263 1.4821 -6.8553
H 2.6952 2.5180 -5.8839
C 0.1038 3.6461 -3.4881
C -0.4394 4.9383 -4.1198
H 1.1891 3.7159 -3.3250
H -0.3732 3.4672 -2.5134
H -0.0369 5.8145 -3.6029
H -0.1631 5.0095 -5.1769
H -1.5315 5.0009 -4.0499
C -1.4960 1.2455 -3.7407
C -2.4653 0.5891 -4.7309
H -2.0317 1.9185 -3.0557
H -1.0067 0.4776 -3.1203
H -3.3860 0.2938 -4.2125
H -2.7348 1.2704 -5.5488
H -2.0234 -0.3130 -5.1728
C -3.1364 1.2661 0.6724
C -4.1335 1.4508 1.8100
H -3.1573 0.2436 0.2713
H -3.3861 1.9365 -0.1628
H -3.9148 0.7951 2.6587
H -4.1313 2.4854 2.1704
H -5.1472 1.2231 1.4615
C -1.0237 3.2014 0.2474
C -0.2242 4.2504 1.0082
H -1.9964 3.6063 -0.0677
H -0.4855 2.8792 -0.6566
H -0.7361 4.5659 1.9255
H 0.7827 3.8928 1.2582
H -0.1192 5.1338 0.3644
C -1.1143 1.8144 2.8913
C -0.1939 0.7072 3.3960
H -2.0851 1.7925 3.3914
H -0.6899 2.8129 3.0567
H 0.6137 1.1118 4.0178
H -0.7501 -0.0668 3.9337
H 0.3842 0.1420 2.5779
C -0.6178 -2.7864 3.2154
C 0.0795 -2.9550 1.8696
P -0.5703 -1.9270 0.5010
C 0.1069 -2.6477 -1.0443
C -0.2031 -4.1115 -1.3316
C -2.3889 -2.1526 0.4172
C -2.9288 -3.5722 0.5584
H -0.1920 -1.9619 3.7933
H -0.4788 -3.7018 3.8031
H -1.6963 -2.6036 3.1251
H 1.1491 -2.7019 1.9610
H 0.0093 -3.9861 1.5004
H -0.2471 -2.0124 -1.8686
H 1.1919 -2.4820 -0.9916
H -1.2221 -4.2541 -1.7077
H 0.4847 -4.4549 -2.1137
H -0.0584 -4.7476 -0.4514
H -2.8419 -1.5003 1.1796
H -2.6875 -1.7405 -0.5589
H -2.6919 -4.0288 1.5252
H -4.0206 -3.5302 0.4756
H -2.5684 -4.2482 -0.2227
*
```

A 2-piece molecular cluster, C18H36N2O5 overall. Source: the OMol25 dataset; level of theory: wB97M-V/def2-TZVPD.

E_HOMO, eV: -9.03
Frontier orbital gap, eV: 9.6

Structure (ORCA input):
```
! wB97M-V def2-TZVPD RIJCOSX def2/J DEFGRID3
* xyz 0 1
C -2.7790 -3.4536 2.9751
C -3.0303 -4.6636 2.0572
C -1.8431 -4.9707 1.1412
C -1.5577 -3.8449 0.1319
N -0.3894 -3.0619 0.5528
C 0.0050 -1.9458 -0.2631
O 0.7881 -2.2961 -1.4097
C 2.0495 -2.9012 -1.1635
C 3.2233 -2.0643 -1.6505
C 4.5341 -2.8177 -1.4000
O 3.2355 -0.7711 -1.0569
C -1.1384 -1.0815 -0.7678
C -0.7086 0.3977 -0.5479
C -1.6327 1.0629 0.4635
C -1.6125 2.5909 0.4673
C -0.2676 3.2425 0.7889
C 0.2601 2.8888 2.1727
O -0.8081 2.9815 3.1282
N 0.6957 0.3569 -0.0376
C 0.8360 -0.9230 0.5439
O 1.4763 -1.1595 1.5278
H -1.9363 -2.8494 2.6319
H -2.5533 -3.7689 3.9972
H -3.6512 -2.7971 3.0325
H -3.2598 -5.5423 2.6667
H -3.9083 -4.4728 1.4297
H -0.9518 -5.0848 1.7709
H -2.0065 -5.9150 0.6170
H -2.4312 -3.1938 0.0898
H -1.4146 -4.2805 -0.8675
H 0.3813 -3.7148 0.6323
H 2.0731 -3.8551 -1.7059
H 2.1951 -3.1314 -0.1003
H 3.1241 -1.8850 -2.7236
H 5.3308 -2.0831 -1.2735
H 4.7834 -3.4914 -2.2196
H 4.4758 -3.3993 -0.4732
H 3.3951 -0.8624 -0.1065
H -1.3558 -1.3154 -1.8118
H -2.0661 -1.2536 -0.2267
H -0.6942 0.9382 -1.4988
H -2.6592 0.7561 0.2352
H -1.4038 0.6729 1.4632
H -1.9541 2.9545 -0.5101
H -2.3343 2.9437 1.2093
H -0.3485 4.3276 0.6953
H 0.4840 2.9144 0.0601
H 0.6759 1.8762 2.1881
H 1.0602 3.5854 2.4439
H -0.4661 3.3791 3.9355
H 1.3441 0.4675 -0.8101
C -0.5764 5.5853 -2.8393
C 0.1924 6.1989 -1.6932
O -0.3426 6.4699 -0.6455
C 1.6642 6.4463 -1.9218
H -1.6170 5.4541 -2.5529
H -0.5178 6.2293 -3.7184
H -0.1450 4.6175 -3.1020
H 1.8041 7.1217 -2.7675
H 2.1690 5.5069 -2.1544
H 2.1047 6.8841 -1.0298
*
```

A 11-piece molecular cluster, C84H176N8O11 overall in a non-equilibrium geometry. Source: the OMol25 dataset; level of theory: wB97M-V/def2-TZVPD.

E_HOMO, eV: -8.17
Frontier orbital gap, eV: 8.7

Structure (ORCA input):
```
! wB97M-V def2-TZVPD RIJCOSX def2/J DEFGRID3
* xyz 0 1
C -10.3675 -1.6960 -3.3596
C -8.7936 -1.3767 -3.3581
C -8.6350 -0.1950 -4.3258
C -7.2618 0.3949 -4.2196
C -7.0282 0.7961 -2.8006
C -7.1913 -0.3685 -1.7476
N -8.5236 -0.9501 -1.9872
O -8.7830 -2.0544 -1.1431
C -6.1626 -1.5014 -1.8728
C -7.2143 0.3096 -0.3274
C -7.9379 -2.5436 -3.9519
H -10.5573 -2.5098 -2.6242
H -10.5803 -2.0708 -4.3806
H -10.9906 -0.8141 -3.1677
H -8.8419 -0.5951 -5.3203
H -9.4046 0.6412 -4.0287
H -7.1394 1.2775 -4.8689
H -6.6090 -0.3853 -4.5781
H -7.7622 1.5054 -2.4563
H -6.0981 1.3218 -2.6230
H -6.6610 -2.4360 -1.6015
H -5.8946 -1.6358 -2.9811
H -5.2493 -1.4185 -1.3044
H -6.4052 0.9519 0.0247
H -8.1689 0.8487 -0.2315
H -7.2001 -0.5066 0.4688
H -7.7456 -3.3104 -3.1988
H -6.9665 -2.3235 -4.3395
H -8.4890 -3.0308 -4.7706
H -9.3275 -1.7183 -0.4246
C 4.4057 1.2433 -2.4741
C 3.9226 1.5659 -3.8632
C 3.7322 0.2456 -4.5738
C 2.9553 0.4061 -5.9180
C 1.5175 0.9451 -5.5651
C 1.6215 2.2863 -4.8705
N 2.5256 2.0420 -3.6821
O 2.5533 3.1963 -2.9158
C 2.1674 3.4671 -5.7204
C 0.2057 2.7723 -4.4135
C 4.9230 2.5083 -4.5421
H 3.4815 0.9013 -1.8844
H 4.8073 2.1572 -1.9708
H 5.1558 0.4387 -2.5337
H 4.7740 -0.1214 -4.8163
H 3.0718 -0.4758 -3.9984
H 2.9398 -0.6276 -6.2641
H 3.4846 1.0766 -6.6605
H 0.9583 0.2721 -4.8518
H 0.9187 0.9253 -6.4668
H 3.0456 4.0471 -5.3661
H 2.4656 3.1877 -6.7198
H 1.3698 4.1960 -6.0121
H -0.1566 2.1559 -3.6347
H 0.1243 3.7727 -4.0206
H -0.6140 2.7432 -5.1610
H 5.9088 2.0495 -4.3436
H 4.8713 3.4490 -3.9836
H 4.8282 2.6332 -5.6529
H 3.0971 3.8791 -3.4135
C -0.5573 4.3961 -1.2207
C -0.1817 5.4049 -0.1423
C -1.0645 5.1597 1.1130
C -0.4815 5.9463 2.2903
C 0.8969 5.4325 2.5144
C 1.8504 5.7165 1.3471
N 1.2256 5.1583 0.1988
O 1.9665 5.3721 -1.0332
C 2.1203 7.2402 1.3242
C 3.1930 4.9760 1.5619
C -0.3454 6.8156 -0.7357
H -1.6160 4.5218 -1.4573
H -0.4237 3.4159 -0.8394
H 0.0198 4.5621 -2.1315
H -2.0941 5.5595 1.0015
H -1.1140 4.0777 1.3592
H -1.1536 5.8752 3.1645
H -0.4921 6.9956 2.0706
H 0.8893 4.3283 2.6058
H 1.3253 5.8043 3.4482
H 2.2271 7.5898 0.2817
H 1.2885 7.8038 1.6858
H 3.0046 7.5965 1.8523
H 3.9145 5.1368 0.7434
H 3.6517 5.1704 2.5348
H 3.0156 3.9202 1.5792
H -1.3148 6.8210 -1.2905
H 0.3820 6.9262 -1.5079
H -0.3234 7.6925 -0.0820
H 2.2105 4.4580 -1.3669
C -3.8155 -4.7920 -3.6231
C -3.7981 -4.8249 -5.1470
C -4.9048 -3.8636 -5.7457
C -4.5548 -2.4207 -5.8651
C -3.2355 -2.3219 -6.5469
C -2.0909 -3.0741 -5.8404
N -2.4841 -4.4545 -5.7031
O -1.4336 -5.2027 -5.0020
C -0.8819 -3.0827 -6.7920
C -1.7322 -2.4380 -4.4880
C -4.2319 -6.2306 -5.5253
H -3.7916 -3.8810 -3.1389
H -2.9922 -5.4514 -3.2216
H -4.6828 -5.3109 -3.2468
H -5.0534 -4.1588 -6.7799
H -5.7625 -3.9968 -5.1320
H -4.6234 -2.0770 -4.8374
H -5.3297 -1.9394 -6.4602
H -3.0235 -1.2501 -6.6439
H -3.2369 -2.6357 -7.5246
H -1.0693 -3.4419 -7.8030
H -0.5946 -2.0725 -6.9650
H -0.0292 -3.5287 -6.3134
H -2.6129 -2.1116 -3.9148
H -1.2060 -3.1961 -3.9670
H -1.0638 -1.5109 -4.4573
H -5.3620 -6.3398 -5.4914
H -3.8443 -7.0283 -4.8876
H -4.0756 -6.5288 -6.5555
H -0.8564 -5.6238 -5.6207
C 8.3014 0.0268 1.3092
C 6.9679 -0.6380 0.8563
C 7.2170 -1.2562 -0.5635
C 6.0615 -2.2360 -1.0074
C 6.1113 -3.3793 -0.0148
C 5.8014 -2.9049 1.4504
N 6.7537 -1.7898 1.7188
O 6.4962 -1.3447 3.0631
C 4.2966 -2.6784 1.6986
C 6.3131 -4.0653 2.3374
C 5.7983 0.3480 0.7810
H 8.4276 0.9220 0.7085
H 9.1199 -0.6794 1.1899
H 8.2380 0.3156 2.3347
H 7.4808 -0.4688 -1.2982
H 8.0837 -1.8748 -0.4680
H 6.0649 -2.5386 -2.1068
H 5.0968 -1.7319 -0.9173
H 7.0521 -3.9028 0.0108
H 5.3257 -4.1435 -0.2776
H 3.8718 -2.1382 0.8182
H 3.7885 -3.6323 1.8760
H 4.1838 -2.0413 2.5183
H 6.0242 -3.8515 3.3450
H 5.8766 -5.0825 2.1419
H 7.3572 -4.1547 2.3026
H 6.1978 1.2217 0.3500
H 5.4548 0.4454 1.8258
H 4.9769 -0.0485 0.1887
H 7.3475 -1.5567 3.4273
C -5.3732 1.1238 4.2239
C -4.0439 1.4494 3.6070
C -3.7656 2.9452 3.4430
C -3.5242 3.5279 4.7726
C -2.2521 2.9326 5.3429
C -2.3384 1.4039 5.5226
N -2.8947 0.7595 4.2621
O -3.1157 -0.6167 4.4919
C -0.9031 0.7492 5.6793
C -3.1518 1.1748 6.8813
C -4.0509 0.8805 2.2440
H -5.7074 0.1377 3.9417
H -6.1840 1.7484 3.8285
H -5.3828 1.2999 5.2989
H -2.9152 3.0820 2.8197
H -4.5757 3.4996 2.9331
H -4.3546 3.4102 5.4888
H -3.2147 4.5873 4.7863
H -2.1389 3.2452 6.3484
H -1.4028 3.1608 4.7252
H -0.4065 1.2659 6.5883
H -1.0466 -0.3308 6.0390
H -0.2551 0.6143 4.8446
H -2.9493 0.1765 7.2392
H -2.8491 1.8870 7.6418
H -4.2272 1.1499 6.8263
H -3.0956 1.1355 1.7567
H -4.9475 1.0976 1.6844
H -4.0303 -0.2257 2.1762
H -3.8689 -0.6755 5.0358
C -2.0134 -2.7906 1.0391
C -0.7042 -2.2673 0.5579
C -0.6410 -2.0922 -0.9811
C 0.4675 -1.1182 -1.4487
C 0.2754 0.1945 -0.7787
C 0.3967 0.1187 0.7937
N -0.6669 -0.8551 1.1563
O -0.5897 -0.9913 2.5911
C 1.7532 -0.2664 1.3105
C 0.0729 1.4858 1.3099
C 0.4720 -3.2384 1.0001
H -2.0529 -3.0483 2.1187
H -2.3246 -3.7419 0.5318
H -2.7365 -2.0346 0.7761
H -0.5381 -3.0424 -1.4317
H -1.6328 -1.6670 -1.3896
H 0.3663 -0.9437 -2.4556
H 1.5003 -1.5632 -1.3008
H -0.6776 0.6637 -0.9310
H 0.9802 0.9021 -1.1082
H 1.8371 -0.4334 2.3872
H 2.1335 -1.1218 0.8031
H 2.4968 0.5912 1.0957
H 0.0441 1.6728 2.4253
H 0.8243 2.1732 0.8601
H -0.9488 1.8318 0.9982
H 0.9227 -3.1136 2.0248
H 1.3879 -3.1264 0.4463
H 0.0248 -4.2644 1.0730
H -1.3581 -0.4916 2.9071
C 7.2245 1.0220 6.1805
C 5.7876 1.3571 6.5979
C 5.6778 2.9189 6.7316
C 4.2707 3.2878 6.9566
C 3.3567 2.8380 5.8223
C 3.4327 1.3259 5.6347
N 4.8421 0.8827 5.5334
O 4.9195 -0.5135 5.5035
C 2.6461 0.6021 6.6823
C 2.7686 0.9972 4.2832
C 5.4715 0.6699 7.9010
H 7.4268 1.4546 5.2234
H 7.4835 -0.0459 6.1728
H 7.9616 1.4861 6.8406
H 6.3014 3.3534 7.5037
H 6.1174 3.3643 5.8760
H 4.1414 4.3732 7.0961
H 4.0169 2.8438 7.8926
H 3.5605 3.4057 4.8636
H 2.3337 3.0151 6.1584
H 1.6125 0.3189 6.3401
H 3.0783 -0.2941 6.9731
H 2.6281 1.1773 7.5875
H 2.9874 -0.0610 3.9773
H 1.6982 1.2312 4.3254
H 3.2418 1.5773 3.4701
H 5.5103 -0.4309 7.8647
H 4.4793 0.9641 8.2239
H 6.1246 1.0995 8.6483
H 5.1186 -0.6864 4.6096
C -3.6685 2.7688 -3.2650
C -3.5564 1.8071 -2.0466
C -3.3865 0.4413 -2.7264
O -3.7715 0.5983 -4.0847
C -3.5377 1.9537 -4.5359
H -2.9535 3.5745 -3.2364
H -4.6680 3.2882 -3.3380
H -4.3952 1.8776 -1.3458
H -2.6134 1.9907 -1.5287
H -4.0036 -0.3332 -2.2831
H -2.3191 0.0862 -2.6623
H -4.3085 2.2441 -5.2796
H -2.5457 2.1158 -4.8948
C -0.2766 -3.2038 5.0613
C 1.0283 -2.7222 5.7156
C 2.0173 -3.9880 5.4302
O 1.2183 -4.9214 4.6979
C -0.1163 -4.7227 5.0678
H -0.3697 -2.8301 4.0426
H -1.1589 -2.7766 5.4888
H 0.9463 -2.5507 6.8344
H 1.4130 -1.7963 5.2965
H 2.3852 -4.3282 6.4167
H 2.8073 -3.6790 4.7451
H -0.3267 -5.1235 6.0752
H -0.7309 -5.2369 4.4029
C 2.5109 -4.9121 -4.2874
C 2.2085 -5.9327 -3.1830
C 2.2023 -5.0487 -1.9516
O 2.9608 -3.8596 -2.2028
C 3.4978 -3.9645 -3.5544
H 1.5468 -4.4344 -4.3282
H 2.8277 -5.3072 -5.2986
H 3.0160 -6.6261 -3.1961
H 1.2565 -6.4752 -3.3905
H 2.5765 -5.5526 -1.0633
H 1.1533 -4.7821 -1.8315
H 4.5113 -4.3870 -3.5996
H 3.4928 -2.9750 -3.9239
*
```

A 2-piece molecular cluster, C7H14N2 overall in a non-equilibrium geometry. Source: the OMol25 dataset; level of theory: wB97M-V/def2-TZVPD.

E_HOMO, eV: -8.22
Frontier orbital gap, eV: 9.1

Structure (ORCA input):
```
! wB97M-V def2-TZVPD RIJCOSX def2/J DEFGRID3
* xyz 0 1
C -3.0051 -1.5614 -0.4121
C -3.2864 -0.1151 -0.4178
H -1.9296 -1.8099 -0.6759
H -3.3096 -2.0557 0.4761
H -3.6822 -1.9422 -1.1550
H -3.5034 0.2704 0.5514
H -2.3443 0.3842 -0.8654
H -4.1456 0.1739 -1.0614
C 2.1681 0.8490 -1.0329
C 3.4729 1.5958 -0.5593
C 1.2768 0.5501 0.1314
C 1.1124 -0.8497 0.4575
C 0.0254 0.3379 1.9697
N 0.6362 1.2132 1.0970
N 0.2922 -0.9292 1.5419
H 1.5310 1.4844 -1.7542
H 2.4794 -0.0909 -1.5783
H 4.1381 0.9075 -0.0704
H 1.4092 -1.6399 -0.0853
H -0.3066 0.5911 2.9252
H -0.1972 -1.7583 1.8260
H 3.1512 2.4907 0.1553
H 4.0169 1.9044 -1.4634
*
```

One molecule with the formula C2H2N2O3 in a non-equilibrium geometry. Source: the OMol25 dataset; level of theory: wB97M-V/def2-TZVPD.

E_HOMO, eV: -10.79
Frontier orbital gap, eV: 10.9

Structure (ORCA input):
```
! wB97M-V def2-TZVPD RIJCOSX def2/J DEFGRID3
* xyz 0 1
C 0.1928 -1.3560 1.1271
C 0.3227 -0.1131 0.3937
N -0.1892 -2.3510 1.5251
N 0.9410 1.8768 1.6066
O 0.7290 2.6248 2.5001
O -0.4852 0.0553 -0.7027
O -0.0779 1.0158 1.4452
H 1.3062 0.0150 0.1160
H -1.3205 -0.2226 -0.2680
*
```